# 1
Computed, not measured: a single C5H9NO molecule, with the ωB97M-V functional and the def2-TZVPD basis.

2S+1: 1
ΔE to the lowest compared entry with this formula, charge and spin, kcal per mole: 17.5
Total energy, eV: -8868.4559
SMILES: CC1(C)CNC1=O
LUMO level, eV: 0.83

Each line ends with the Mulliken charge.
Element x y z (Å)
1 O -0.366 -1.010 -2.270  -0.63
2 N -1.491 0.626 -0.987  -0.13
3 C -1.053 0.819 0.392  -0.74
4 C 1.438 0.606 -0.174  -1.64
5 C 0.131 -0.146 0.081  1.70
6 C 0.351 -1.351 0.985  -1.60
7 C -0.567 -0.341 -1.287  0.04
8 H 0.768 -1.030 1.948  0.38
9 H -2.168 1.108 -1.562  0.17
10 H -0.564 -1.919 1.181  0.39
11 H 1.081 -2.029 0.532  0.35
12 H 2.129 -0.044 -0.728  0.35
13 H -1.775 0.445 1.127  0.28
14 H 1.902 0.909 0.774  0.40
15 H -0.770 1.847 0.643  0.29
16 H 1.250 1.505 -0.780  0.40

# 2
Computed, not measured: a molecular structure, C40H97Ca2F6N8O17S2, with the ωB97M-V functional and the def2-TZVPD basis.

Net charge: +1
2S+1: 1
ΔE to the lowest compared entry with this formula, charge and spin, kcal per mole: 20.8
Total energy, eV: -164619.5030
LUMO level, eV: -3.41

Each line ends with the Mulliken charge.
Element x y z (Å)
1 Ca -1.056 -0.835 -4.295  1.40
2 Ca -2.462 2.287 -0.806  1.44
3 S 1.765 0.419 -4.838  0.25
4 S 0.169 1.796 -6.327  0.59
5 F 2.443 0.008 -7.542  -0.14
6 F -0.097 0.189 -8.544  -0.18
7 F 3.185 -1.515 -6.201  -0.22
8 F -1.948 1.037 -7.941  -0.24
9 F 4.072 0.417 -6.119  -0.17
10 F -0.574 2.317 -8.870  -0.22
11 O 1.423 2.374 -6.826  -0.56
12 O -1.283 0.489 -2.193  -0.56
13 O 1.223 1.095 5.760  -0.44
14 O 2.047 -3.915 6.457  -0.35
15 O -5.263 4.015 3.420  -0.49
16 O 1.668 -0.644 -3.839  -0.12
17 O 2.906 -3.214 0.711  -0.23
18 O -1.293 -3.429 2.540  -0.40
19 O 0.172 5.694 5.157  -0.43
20 O -3.984 1.061 0.229  0.31
21 O -0.652 1.785 0.614  -0.72
22 O -0.874 -4.642 -8.164  -0.33
23 O -1.220 3.831 -1.948  -0.14
24 O -0.740 2.762 -5.685  -0.55
25 O 6.733 1.382 0.282  -0.33
26 O 2.207 1.696 -4.310  -0.48
27 O -0.609 -3.193 -3.357  -0.16
28 N -3.239 4.488 0.127  -0.26
29 N -0.791 2.458 3.511  0.76
30 N 3.349 2.020 1.212  -0.45
31 N -0.472 -6.919 3.479  -0.73
32 N -4.352 2.640 -2.129  -0.53
33 N -0.756 -2.677 -5.820  0.44
34 N 0.199 0.451 -5.599  -0.13
35 N 3.470 -2.905 3.946  -0.07
36 C 0.343 -3.589 -5.506  -0.45
37 C -1.591 5.262 -1.627  -1.01
38 C -1.247 -4.700 3.233  -0.86
39 C 4.392 1.584 0.430  1.83
40 C -0.337 6.549 4.113  -0.63
41 C -0.858 -3.587 -2.048  -1.05
42 C 5.716 1.926 1.084  -0.87
43 C 0.347 -3.998 -3.987  -0.97
44 C -4.654 3.070 4.294  -0.54
45 C 0.157 0.808 0.002  1.34
46 C -0.507 -0.103 -1.170  1.12
47 C 2.930 -2.392 -0.527  0.67
48 C -5.159 0.876 -0.614  -1.02
49 C 4.152 -2.991 1.462  -0.36
50 C 0.243 3.432 3.925  -0.26
51 C 4.339 -3.551 2.931  -0.95
52 C -5.430 2.297 -1.200  0.74
53 C -3.653 -0.242 0.859  -0.65
54 C 4.008 2.213 -0.981  -1.54
55 C -0.870 1.266 4.386  -0.75
56 C -3.658 4.679 1.565  -0.05
57 C -0.749 -5.961 1.221  -1.21
58 C 4.040 -3.321 5.322  -0.66
59 C -4.889 3.897 2.041  -0.49
60 C 3.047 -2.961 6.430  -0.41
61 C -0.646 1.294 -8.014  0.52
62 C -1.623 -3.466 -7.938  -0.76
63 C 0.468 0.524 4.662  0.85
64 C -0.307 4.310 5.081  -0.63
65 C 0.853 -3.427 7.061  -0.61
66 C -6.724 2.290 -1.955  -1.68
67 C 0.077 3.781 -2.523  -0.62
68 C -0.139 -2.659 2.861  0.59
69 C -2.071 5.310 -0.142  -0.59
70 C -0.683 -2.425 -7.303  -0.30
71 C 2.934 -0.208 -6.283  0.63
72 C -0.300 -5.723 2.649  1.03
73 C 7.332 2.215 -0.750  -0.78
74 C 0.140 -4.790 -9.199  -0.71
75 C 0.827 0.981 7.121  -0.74
76 H 5.353 -3.226 3.163  0.47
77 H 3.333 -1.390 -0.380  -0.30
78 H -2.810 4.429 2.201  -0.31
79 H 5.098 -3.325 1.036  0.36
80 H 6.696 2.784 -1.429  0.26
81 H -7.497 2.088 -1.214  0.42
82 H 5.606 1.361 2.010  0.38
83 H 0.068 4.227 -3.518  0.47
84 H 0.845 4.249 -1.907  0.54
85 H -4.523 2.143 -2.991  0.18
86 H -4.565 -0.672 1.272  0.47
87 H 1.034 1.342 -0.364  -1.33
88 H 1.014 -4.139 -9.161  0.29
89 H 0.016 7.574 4.222  0.34
90 H -1.022 -4.663 -1.983  0.53
91 H -0.366 -6.785 0.618  0.45
92 H 2.653 -1.954 6.290  0.14
93 H -1.384 4.229 5.225  0.31
94 H -0.213 6.281 3.064  0.17
95 H -0.635 -5.082 0.586  -0.12
96 H -1.977 -3.113 -8.907  0.39
97 H -0.536 -1.644 2.885  -0.23
98 H -1.215 4.838 0.340  0.05
99 H -2.306 6.361 0.028  0.68
100 H -1.425 6.482 4.083  0.28
101 H 0.286 -2.392 -7.800  0.41
102 H 0.474 0.077 0.745  0.42
103 H 3.585 -2.910 -1.227  0.39
104 H 0.345 2.738 -2.691  -0.51
105 H 0.098 -5.058 -3.943  0.59
106 H 1.246 3.089 4.179  0.30
107 H 2.512 1.742 0.719  -0.03
108 H -6.733 1.500 -2.706  0.41
109 H -4.701 3.533 -2.445  0.33
110 H 1.386 -3.963 -3.659  0.31
111 H -1.073 -1.432 -7.529  -0.24
112 H -1.667 -3.084 -5.665  0.31
113 H 0.068 -3.393 -1.507  0.17
114 H 4.041 -4.411 5.324  0.31
115 H -0.693 5.854 -1.804  0.57
116 H 0.981 -2.977 8.045  0.36
117 H -0.879 -4.560 4.249  0.24
118 H 0.429 -7.375 3.495  0.29
119 H -3.963 4.949 -0.407  0.24
120 H -0.260 -4.803 -10.213  0.34
121 H -1.812 -6.194 1.278  0.43
122 H 0.371 -2.790 3.816  -0.50
123 H -3.574 3.208 4.242  0.04
124 H -2.562 -3.763 -7.470  0.30
125 H 1.336 -3.200 -5.731  0.23
126 H -1.668 -3.051 -1.552  0.29
127 H 7.970 2.990 -0.326  0.33
128 H -3.044 -0.204 1.762  -0.13
129 H 0.119 3.908 6.000  0.10
130 H -4.996 0.091 -1.353  0.39
131 H 0.285 0.048 7.273  0.27
132 H -1.191 -0.814 -0.708  -0.62
133 H 4.247 -1.907 1.528  0.16
134 H -1.047 -7.599 3.003  0.30
135 H 4.279 0.509 0.291  -0.86
136 H 3.588 -2.950 7.376  0.47
137 H 1.150 0.725 3.836  -0.16
138 H 4.306 -4.640 2.960  0.40
139 H 0.479 -5.814 -9.045  0.25
140 H -5.981 0.674 0.073  0.53
141 H 8.025 1.795 -1.479  0.32
142 H 0.712 -5.319 2.639  -0.03
143 H -3.753 5.753 1.720  0.49
144 H -6.933 3.243 -2.441  0.45
145 H 5.789 2.998 1.269  0.40
146 H 2.962 2.219 -1.289  0.20
147 H 0.235 -4.565 -5.978  0.30
148 H -0.405 2.200 2.614  -0.73
149 H 0.345 -2.650 6.489  0.08
150 H -4.653 3.406 5.331  0.41
151 H -1.355 1.404 5.352  0.55
152 H -1.603 0.614 3.911  0.20
153 H 4.422 1.574 -1.761  0.39
154 H -3.287 -1.064 0.243  0.12
155 H -4.844 2.832 1.814  0.33
156 H -5.584 2.999 -0.380  -0.38
157 H 0.633 -2.703 2.093  0.33
158 H 4.400 3.230 -0.974  0.28
159 H -5.023 2.049 4.200  0.28
160 H 4.909 -2.702 5.546  0.41
161 H 1.975 -2.258 -1.035  -0.59
162 H 0.306 -4.322 7.358  0.27
163 H -5.853 4.137 1.591  0.29
164 H 1.632 1.174 7.831  0.33
165 H 0.328 -0.549 4.792  -0.55
166 H 0.566 4.074 3.105  0.56
167 H -2.320 -4.866 3.324  0.38
168 H -2.304 5.628 -2.366  0.34
169 H 0.267 -0.751 -1.581  -0.15
170 H 3.220 1.637 2.138  0.30
171 H 2.470 -3.024 3.875  0.06
172 H 0.128 1.765 7.413  0.30